{"formula": "C16H20N2O2", "method": "ωB97M-V/def2-TZVPD", "e_homo_ev": -8.469, "e_above_lowest_kj_mol": 522.5, "e_lumo_ev": 0.315, "energy_ha": -881.5721, "fmax_ev_per_a": 5.00, "orbital_gap_ev": 8.78, "molar_mass_g_mol": 272.3, "spin_multiplicity": 1, "smiles": "Cc1cccc(C)c1NC(=O)C1=NO[C@@H]2CCCC[C@H]12", "symbols": ["O", "O", "N", "N", "C", "C", "C", "C", "C", "C", "C", "C", "C", "C", "C", "C", "C", "C", "C", "C", "H", "H", "H", "H", "H", "H", "H", "H", "H", "H", "H", "H", "H", "H", "H", "H", "H", "H", "H", "H"], "coordinates": [[0.96, -0.36, -1.51], [-2.99, -1.82, 0.01], [-0.32, 1.40, -0.83], [-2.38, -0.59, -0.32], [0.70, 2.35, -0.64], [1.80, 4.13, 0.67], [-0.18, 3.05, 1.69], [-2.14, -4.22, 0.72], [1.37, 2.18, -3.19], [-1.11, -0.93, -0.61], [2.61, 3.59, -1.59], [0.77, 3.21, 0.51], [-0.13, 0.06, -1.15], [-0.75, -2.34, -0.33], [-2.13, -3.01, -0.30], [2.78, 4.30, -0.38], [0.00, -3.46, 1.75], [1.53, 2.68, -1.74], [0.03, -2.16, 1.01], [-1.39, -3.85, 2.01], [-3.16, -4.31, 1.25], [0.38, 2.52, 2.48], [-2.40, -3.36, -1.33], [-1.34, -4.79, 2.60], [0.60, -4.30, 1.25], [1.82, 4.67, 1.54], [-0.15, -2.77, -1.10], [1.04, 3.08, -3.73], [-1.95, -3.02, 2.55], [3.71, 4.87, -0.17], [1.05, -2.04, 0.82], [-0.58, 4.01, 1.98], [2.31, 1.83, -3.66], [3.24, 3.75, -2.41], [-1.08, 2.49, 1.37], [0.54, -3.34, 2.65], [0.50, 1.40, -3.24], [-1.96, -5.13, 0.21], [-1.24, 1.50, -0.52], [-0.35, -1.27, 1.67]]}


{"formula": "C16H20N3ORuSTe", "method": "ωB97M-V/def2-TZVPD", "e_homo_ev": [-18.200, -18.200], "charge": 3, "e_lumo_ev": [-11.867, -11.866], "energy_ha": -1621.2500, "fmax_ev_per_a": 1.16, "orbital_gap_ev": [6.33, 6.33], "molar_mass_g_mol": 531.1, "spin_multiplicity": 1, "symbols": ["Te", "Ru", "S", "O", "N", "N", "N", "C", "C", "C", "C", "C", "C", "C", "C", "C", "C", "C", "C", "C", "C", "C", "C", "H", "H", "H", "H", "H", "H", "H", "H", "H", "H", "H", "H", "H", "H", "H", "H", "H", "H", "H", "H"], "coordinates": [[1.79, 0.69, -2.21], [0.83, -1.01, -0.80], [-1.08, -1.89, -1.39], [2.10, -2.29, -1.72], [1.85, -1.65, 0.80], [-1.20, 0.42, -0.06], [-3.00, -0.86, 0.24], [1.19, 3.51, -1.25], [-3.28, 0.31, 1.08], [-0.92, 4.67, -1.41], [3.35, -2.67, 2.87], [2.96, -2.40, 0.53], [2.21, -1.92, 3.13], [-1.52, 3.52, -1.90], [0.59, 2.36, -1.75], [3.73, -2.92, 1.55], [1.48, -1.42, 2.07], [-3.93, -1.98, 0.18], [-2.04, 1.21, 0.87], [-0.77, 2.36, -2.08], [3.30, -2.58, -0.94], [0.43, 4.66, -1.07], [-1.87, -0.73, -0.38], [-1.50, 1.40, 1.80], [3.94, -3.07, 3.68], [-2.29, 2.17, 0.41], [4.06, -1.87, -1.25], [-3.88, -2.55, 1.11], [-0.72, 0.93, -0.81], [-3.39, -0.01, 2.12], [3.65, -3.59, -1.17], [-4.93, -1.58, 0.05], [-1.22, 1.49, -2.56], [0.89, 5.56, -0.68], [-2.57, 3.53, -2.17], [2.25, 3.54, -1.01], [0.59, -0.83, 2.21], [4.60, -3.51, 1.33], [1.88, -1.73, 4.14], [1.83, -3.00, -2.33], [-1.49, 5.58, -1.31], [-3.69, -2.62, -0.67], [-4.21, 0.77, 0.76]]}